1.
35 unconnected molecules or ions with the total composition C13H90N3O43P2S at a distorted geometry, computed with ωB97M-V/def2-TZVPD.

Positions of all 152 atoms, in Å:
C: 3.383 0.317 1.866
S: 1.892 -0.702 2.055
O: 0.864 0.237 2.420
O: 2.004 -1.641 3.121
N: 1.699 -1.511 0.485
C: 0.642 -1.275 -0.321
C: -0.435 -0.348 0.158
C: -0.037 1.109 0.078
N: 0.696 1.634 -0.813
C: 0.542 -1.874 -1.561
P: -0.909 -1.444 -2.641
O: -1.142 -0.009 -2.599
O: -2.168 -2.268 -2.127
O: -0.676 -1.851 -4.154
C: 1.524 -2.778 -1.966
C: 1.479 -3.502 -3.264
C: 2.072 -2.702 -4.442
O: 3.476 -2.814 -4.491
C: 2.609 -3.037 -1.081
C: 3.636 -4.064 -1.499
C: 3.189 -5.539 -1.188
C: 1.729 -5.603 -0.822
O: 1.242 -5.226 0.227
O: 0.895 -6.080 -1.752
C: 2.679 -2.396 0.122
P: 4.147 -2.715 1.384
N: 4.283 -4.378 1.629
O: 5.528 -2.376 0.561
H: 4.186 -0.153 2.427
H: 3.172 1.340 2.156
H: 3.655 0.336 0.809
H: -1.378 -0.466 -0.366
H: -0.690 -0.632 1.172
H: -0.438 1.748 0.855
H: 0.967 0.918 -1.492
H: -1.933 -3.034 -1.573
H: -1.146 -2.654 -4.418
H: 1.989 -4.455 -3.240
H: 0.443 -3.743 -3.476
H: 1.643 -3.021 -5.386
H: 1.814 -1.653 -4.293
H: 3.848 -1.932 -4.406
H: 4.605 -3.876 -1.054
H: 3.798 -4.024 -2.570
H: 3.768 -6.007 -0.399
H: 3.335 -6.163 -2.067
H: 1.395 -6.596 -2.399
H: 4.980 -4.779 1.006
H: 3.398 -4.872 1.568
H: 5.534 -1.455 0.275
O: 4.493 -0.487 5.034
H: 4.898 -1.360 4.933
H: 3.557 -0.642 4.871
O: 6.318 -2.667 4.084
H: 6.862 -3.156 4.711
H: 6.711 -2.862 3.228
O: 2.143 3.084 3.828
H: 1.763 2.364 3.320
H: 1.593 3.846 3.602
O: -3.265 -4.787 -1.248
H: -3.833 -5.095 -0.522
H: -3.774 -4.979 -2.044
O: 0.944 5.891 2.906
H: 0.308 6.413 2.402
H: 1.624 6.530 3.145
O: -0.724 4.118 -1.946
H: -0.814 4.560 -1.096
H: -0.334 3.261 -1.732
O: -2.181 1.352 2.318
H: -1.511 1.088 2.959
H: -2.780 1.898 2.838
O: 1.201 7.654 5.031
H: 0.497 7.933 5.629
H: 1.132 6.696 5.037
O: -4.346 0.540 0.136
H: -4.861 1.270 -0.225
H: -3.897 0.925 0.898
O: -5.501 1.463 2.501
H: -5.979 0.813 1.971
H: -6.008 2.275 2.400
O: 0.483 10.128 3.442
H: 0.273 10.686 4.198
H: 0.912 9.347 3.812
O: -0.984 8.029 1.216
H: -1.752 8.520 0.900
H: -0.504 8.677 1.749
O: -1.563 -6.809 -0.430
H: -2.055 -6.181 -0.984
H: -0.822 -6.290 -0.105
O: 1.854 -1.635 -7.321
H: 2.158 -1.183 -8.115
H: 0.971 -1.280 -7.180
O: -4.179 -1.226 -4.431
H: -3.461 -1.415 -3.821
H: -4.822 -0.729 -3.910
O: 5.301 -0.185 -4.173
H: 6.058 0.240 -4.590
H: 4.870 0.522 -3.678
O: 2.190 4.418 -1.049
H: 1.588 4.746 -0.376
H: 1.949 3.487 -1.137
O: -6.509 -1.371 -0.256
H: -5.795 -0.724 -0.174
H: -6.582 -1.497 -1.211
O: -1.876 9.124 -1.814
H: -1.318 8.620 -1.212
H: -1.487 8.966 -2.679
O: -0.777 12.506 1.731
H: -0.988 13.073 2.480
H: -0.351 11.741 2.132
O: -1.106 -3.353 1.391
H: -1.227 -3.883 2.186
H: -0.460 -3.860 0.882
O: -4.712 -6.493 0.241
H: -5.093 -6.861 1.044
H: -4.072 -7.155 -0.048
O: 1.781 -8.403 0.862
H: 1.548 -7.477 0.748
H: 0.934 -8.864 0.823
O: -1.487 13.783 4.769
H: -1.571 13.661 5.720
H: -2.299 14.234 4.517
O: 2.492 1.287 -7.205
H: 3.165 1.081 -6.547
H: 1.845 1.815 -6.728
O: 3.082 1.989 -3.125
H: 2.337 2.555 -3.361
H: 3.630 2.556 -2.568
O: 1.724 -1.548 6.677
H: 2.385 -0.847 6.723
H: 1.673 -1.775 5.743
O: -6.954 -0.852 -3.239
H: -7.401 -1.522 -3.772
H: -7.442 -0.041 -3.412
O: -8.461 -3.308 -3.621
H: -7.725 -3.884 -3.372
H: -9.210 -3.900 -3.723
O: 3.320 -10.840 0.468
H: 2.880 -11.503 -0.072
H: 2.819 -10.026 0.329
O: -6.282 -4.495 -1.838
H: -6.415 -4.007 -1.015
H: -5.952 -5.356 -1.557
O: -1.662 1.828 5.173
H: -0.985 1.560 5.803
H: -2.266 2.374 5.687
O: -3.696 3.860 -3.355
H: -3.591 3.039 -2.866
H: -2.874 4.333 -3.186
O: -0.487 6.721 6.992
H: 0.304 6.255 7.285
H: -1.162 6.035 6.952

Computed properties:
LUMO level: -4.68 eV
DFT total energy: -5029.6687 Ha
Charge: +1

***

2.
A molecular structure, C13H9AuCl5N3 at a distorted geometry, computed with ωB97M-V/def2-TZVPD.

Positions of all 31 atoms, in Å:
Au: -0.928 -0.546 -0.831
Cl: -1.862 -2.918 -2.127
C: -0.492 -3.328 -1.183
C: 0.104 -2.291 -0.472
C: 1.219 -2.619 0.298
Cl: 2.035 -1.436 1.197
C: 1.715 -3.946 0.355
Cl: 3.077 -4.314 1.302
C: 1.087 -4.965 -0.379
Cl: 1.674 -6.560 -0.336
C: -0.037 -4.657 -1.166
Cl: -0.818 -5.854 -2.079
N: 2.256 3.830 2.626
C: 1.587 2.923 1.914
C: 1.641 2.897 0.502
C: 0.932 1.945 -0.189
N: 0.183 1.029 0.426
C: 0.110 1.023 1.758
C: 0.786 1.935 2.533
H: 2.837 4.521 2.175
H: 2.223 3.830 3.635
H: 2.250 3.614 -0.026
H: 0.963 1.911 -1.268
H: -0.507 0.263 2.214
H: 0.723 1.893 3.608
C: -4.135 2.227 -2.613
C: -3.115 1.460 -2.019
N: -2.278 0.840 -1.535
H: -5.106 1.935 -2.209
H: -4.139 2.068 -3.693
H: -3.981 3.289 -2.417

Computed properties:
LUMO level: -10.42 eV
DFT total energy: -3101.0421 Ha
Charge: +2
ΔE to the lowest compared entry with this formula, charge and spin: 131.7 kJ/mol

***

Among the records above, which one has the highest DFT total energy? C13H9AuCl5N3

***

Which of these has the lowest charge? C13H90N3O43P2S

***

Look up the DFT total energy of the first one. -5029.6687 Ha